Formula: C38H36F9MnN7O2P
Source: the Open Molecules 2025 dataset
Level of theory: ωB97M-V/def2-TZVPD

The geometry in XYZ format:
```
94
Properties=species:S:1:pos:R:3:forces:R:3
Mn 0.5816 0.2331 0.3922 0.101 0.226 -0.155
F -3.7246 6.8361 5.1600 0.090 0.050 0.032
C -4.6809 6.1150 4.5763 0.023 -0.012 -0.039
F -5.5021 6.9410 3.9325 -0.061 0.053 -0.070
F -5.3792 5.4966 5.5340 -0.057 -0.075 0.074
C -4.0983 5.0870 3.6251 0.007 -0.018 0.005
C -4.9629 4.4071 2.7727 -0.007 0.013 0.005
C -4.4669 3.4404 1.9195 0.038 0.012 -0.003
C -3.0970 3.1460 1.9404 -0.060 0.097 -0.011
C -2.2345 3.8460 2.7781 0.053 0.004 0.028
C -2.7388 4.8225 3.6245 -0.008 0.000 -0.010
P -2.4882 1.9066 0.8127 -0.144 0.216 -0.165
C -2.7542 2.3312 -0.8748 -0.080 -0.048 -0.136
C -2.1239 3.4850 -1.3581 0.021 0.064 0.045
C -2.3702 3.9127 -2.6484 0.049 0.023 0.028
C -3.2369 3.1877 -3.4527 -0.027 -0.027 -0.039
C -3.8706 2.0405 -2.9837 0.003 -0.037 0.039
C -3.6232 1.5970 -1.7013 0.026 -0.009 -0.011
C -3.5161 3.6179 -4.8804 -0.015 0.013 0.024
F -2.8684 4.7358 -5.1945 0.047 0.078 0.001
F -4.8229 3.8188 -5.0544 -0.084 0.014 0.013
F -3.1306 2.6563 -5.7261 0.044 -0.087 -0.045
C -3.0823 0.2822 1.2083 0.076 -0.095 0.111
C -3.8081 0.0465 2.3856 0.123 0.016 0.011
C -4.1940 -1.2414 2.7079 -0.001 0.011 0.009
C -3.8526 -2.2973 1.8690 0.028 -0.026 0.010
C -3.1460 -2.0762 0.6953 0.026 -0.010 0.000
C -2.7392 -0.7913 0.3704 -0.104 -0.003 -0.111
C -4.2444 -3.7018 2.2853 -0.041 0.032 -0.066
F -5.5542 -3.7936 2.4800 -0.040 0.003 0.015
F -3.8781 -4.6024 1.3735 0.018 -0.031 -0.052
F -3.6270 -4.0093 3.4386 0.052 0.002 0.074
H -6.0184 4.6458 2.7680 -0.005 0.002 0.008
H -5.1369 2.9298 1.2382 -0.001 -0.016 0.006
H -1.1671 3.6637 2.7468 0.000 -0.013 -0.010
H -2.0797 5.3874 4.2684 0.000 0.000 0.008
H -1.4425 4.0413 -0.7262 -0.006 0.016 -0.005
H -1.8928 4.8030 -3.0328 0.008 -0.002 0.007
H -4.5629 1.5072 -3.6217 0.013 -0.017 -0.006
H -4.1264 0.7124 -1.3357 -0.039 0.026 0.002
H -4.0764 0.8698 3.0345 -0.027 0.013 -0.002
H -4.7726 -1.4292 3.6036 0.000 0.001 0.009
H -2.9390 -2.9035 0.0310 0.021 -0.008 0.003
H -2.2406 -0.6118 -0.5805 0.044 -0.001 0.068
O 0.4488 1.4523 -0.9729 -0.059 -0.010 0.253
O 0.5086 2.0852 0.2567 -0.210 -0.176 0.091
C -0.0302 -3.2725 -0.7058 0.023 -0.050 -0.025
C 1.1746 -2.4753 -1.0439 -0.067 0.050 0.164
N 1.5218 -1.3287 -0.4475 0.277 -0.213 -0.345
C 2.7290 -0.9328 -1.0339 0.006 -0.010 -0.078
C 3.0827 -1.8439 -1.9627 -0.036 0.011 -0.094
N 2.0944 -2.8065 -1.9584 -0.035 -0.111 0.118
C 1.9684 -3.9421 -2.9016 0.055 0.132 0.127
N 1.1739 -3.5881 -4.0186 -0.027 -0.106 -0.248
N -0.1861 -3.6346 -3.8950 0.000 0.021 0.190
N -0.7196 -3.2108 -4.9629 -0.105 0.028 -0.071
C 0.2753 -2.8630 -5.8559 -0.072 0.032 -0.065
C 0.1831 -2.3653 -7.1616 0.075 -0.050 0.050
C 1.3675 -2.1049 -7.8055 0.060 -0.009 0.034
C 2.6149 -2.3318 -7.1801 -0.023 0.015 -0.054
C 2.7197 -2.8276 -5.9005 -0.115 -0.021 -0.004
C 1.5077 -3.0925 -5.2550 0.194 0.028 0.099
H -0.5052 -2.8359 0.1710 -0.067 0.003 -0.003
H 0.2365 -4.3030 -0.4652 0.000 0.007 0.005
H -0.7235 -3.3095 -1.5481 -0.008 0.014 0.013
H 3.2303 -0.0134 -0.7760 -0.008 -0.004 0.006
H 3.9210 -1.8884 -2.6360 0.028 0.002 0.015
H 1.4969 -4.7604 -2.3627 0.012 -0.045 -0.073
H 2.9674 -4.2410 -3.2104 -0.010 0.035 -0.013
H -0.7767 -2.2144 -7.6345 -0.012 0.018 0.007
H 1.3589 -1.7259 -8.8176 -0.010 0.001 -0.009
H 3.5180 -2.1175 -7.7354 0.002 0.002 -0.002
H 3.6847 -3.0131 -5.4482 0.009 -0.017 0.006
C 2.9406 -0.6926 4.0018 0.003 -0.005 0.067
C 2.4984 -0.4399 2.5470 -0.003 -0.002 -0.025
N 1.0678 -0.0218 2.4901 0.088 -0.026 0.191
C 0.2446 -1.0568 3.1669 -0.041 -0.019 -0.042
C 0.6091 -1.1417 4.6636 0.034 0.012 0.069
N 1.8126 -0.2738 4.8978 -0.004 -0.006 -0.026
C 1.4839 1.1680 4.6403 0.009 -0.024 0.059
C 0.9030 1.2664 3.2167 -0.071 0.005 0.000
H 3.8124 -0.1029 4.2779 0.019 -0.032 -0.021
H 3.1493 -1.7415 4.2044 -0.010 0.001 -0.025
H 2.6114 -1.3455 1.9548 0.023 0.013 -0.015
H 3.1024 0.3432 2.0876 -0.010 0.016 0.028
H 0.4172 -2.0106 2.6682 0.019 0.006 0.011
H -0.8088 -0.7978 3.0487 -0.001 -0.019 0.012
H 0.8700 -2.1524 4.9712 -0.032 -0.005 -0.010
H -0.1836 -0.7742 5.3127 -0.012 -0.005 -0.022
H 2.1064 -0.3797 5.8707 0.012 0.013 -0.004
H 2.4074 1.7318 4.7595 -0.020 0.019 -0.011
H 0.7764 1.4913 5.4016 0.001 0.012 -0.019
H 1.3901 2.0591 2.6510 0.013 -0.010 0.010
H -0.1646 1.4845 3.2534 0.004 0.026 -0.023
```
Positions in Å, forces in eV/Å.

As for the spin multiplicity: 6. As for the charge: +3. The calculation puts the orbital gap (spin up / spin down) at 6.04 / 4.14 eV. As for the HOMO energy (spin up / spin down): -14.72 / -14.72 eV. The LUMO energy (spin up / spin down) is -8.675 / -10.575 eV.

Formula: C20H37N4V
Source: the Open Molecules 2025 dataset
Level of theory: ωB97M-V/def2-TZVPD

The geometry in XYZ format:
```
62
Properties=species:S:1:pos:R:3:forces:R:3
V -0.0837 0.4929 -0.5027 2.131 -0.429 5.708
N -1.2819 1.7237 0.2693 -0.248 0.710 -0.901
N 1.4684 1.1952 0.3896 -0.773 -0.079 -0.499
N -1.0084 -1.3407 -1.0448 1.167 0.638 -1.081
N 1.1278 -0.8587 -1.4793 -2.223 -0.025 -0.169
H -0.4149 3.5042 -0.5911 -0.089 -0.141 0.150
C -0.9466 3.1589 0.3083 -0.137 -0.329 0.493
H -0.3111 3.3879 1.1733 -0.026 -0.029 -0.091
H -1.8669 3.7579 0.3832 0.310 -0.122 0.043
H -3.2847 2.3606 0.0284 0.035 -0.246 0.030
C -2.7157 1.4863 0.3784 0.049 0.099 -0.247
H -2.9854 1.2991 1.4246 -0.084 -0.046 -0.090
H -3.0355 0.6181 -0.2111 0.126 0.071 0.107
C 2.1530 2.1949 -0.4202 0.168 0.170 -0.065
H 3.2016 1.8996 -0.6596 -0.542 0.114 0.150
H 1.6129 2.3075 -1.3750 0.386 0.158 0.256
H 2.1815 3.1967 0.0698 -0.014 -0.562 -0.164
H 3.2213 0.3882 1.3211 -0.319 0.376 -0.019
C 2.2161 0.7839 1.5787 0.059 -0.335 -0.018
H 2.3339 1.6093 2.3132 -0.031 -0.162 -0.525
H 1.6844 -0.0226 2.0940 0.226 0.336 -0.184
C -2.3155 -1.9221 -1.3057 0.156 -0.023 0.589
H -2.9887 -1.2042 -1.8093 0.487 0.124 -0.055
C -2.9714 -2.2485 0.0255 -0.439 -0.420 0.375
H -2.9606 -1.4097 0.7324 0.132 -0.189 -0.233
H -4.0179 -2.5331 -0.1420 0.118 0.004 0.036
H -2.4617 -3.0999 0.5000 -0.108 0.275 -0.044
C -2.2092 -3.1587 -2.1696 -0.273 -0.273 -0.264
H -3.1782 -3.6682 -2.1928 0.155 0.025 -0.028
H -1.9387 -2.8980 -3.1974 0.005 -0.190 0.114
H -1.4613 -3.8498 -1.7632 -0.175 0.036 -0.057
H 3.3650 -1.1339 -4.0811 -0.075 -0.065 0.097
C 2.3346 -1.1542 -3.7115 0.143 -0.064 -0.203
H 1.9752 -2.1813 -3.7704 0.036 -0.094 -0.027
H 1.7459 -0.5258 -4.3788 0.006 -0.185 0.041
C 2.3008 -0.6059 -2.3001 0.224 -0.081 1.117
H 2.4120 0.4879 -2.4034 -0.318 -0.327 0.098
C 3.4417 -1.0747 -1.3928 0.859 -0.273 0.068
H 3.0513 -1.3604 -0.4007 0.226 0.199 -0.512
H 3.9402 -1.9519 -1.8267 0.064 0.170 0.160
H 4.1754 -0.2731 -1.2483 0.130 -0.282 -0.058
H 0.0723 -2.3946 -2.5181 0.304 -0.457 0.478
C 0.1063 -1.6962 -1.6787 -0.617 1.486 -1.353
C -0.6515 1.2704 -2.2430 -1.975 0.496 -2.259
H -1.7335 1.3051 -2.0450 0.079 0.245 -0.121
H -0.2248 2.2850 -2.0952 -0.405 -0.321 -0.263
C -0.4281 0.7573 -3.6150 0.495 -0.049 -0.301
H 0.1748 1.3727 -4.2881 1.036 -0.453 0.536
C -0.8719 -0.4034 -4.1280 -0.468 -0.524 0.512
H -1.7985 -0.8536 -3.7969 0.130 -0.153 0.825
H -0.2635 -1.1326 -4.6672 -0.313 1.011 -1.190
C -0.7755 -1.9883 3.9186 0.104 -0.056 -0.065
C -0.2553 -2.6825 2.8183 0.127 0.491 -0.527
C -0.0586 -2.0067 1.5918 -0.240 -0.508 1.430
C -0.4035 -0.6697 1.5092 0.254 0.714 -2.285
C -0.8920 0.0395 2.5894 -0.127 -0.380 0.987
C -1.0734 -0.6267 3.8164 0.026 0.145 -0.234
H -0.9313 -2.5138 4.8618 0.037 0.155 -0.225
H 0.0073 -3.7404 2.8903 -0.110 0.280 0.105
H 0.3565 -2.5533 0.7460 -0.132 0.156 0.130
H -1.1222 1.1075 2.5114 0.161 -0.474 0.046
H -1.4418 -0.0640 4.6838 0.105 -0.336 -0.323
```
Positions in Å, forces in eV/Å.

As for the spin multiplicity: 1. The calculation puts the orbital gap (spin up / spin down) at 7.05 / 6.93 eV. For the relative energy (zero: lowest compared OMol25 entry of this formula, charge and spin), the calculation gives 35.89 kcal per mole. As for the HOMO energy (spin up / spin down): -7.53 / -7.53 eV. The LUMO energy (spin up / spin down) is -0.478 / -0.596 eV.

Formula: C4H12N3
Source: the Open Molecules 2025 dataset
Level of theory: ωB97M-V/def2-TZVPD

The geometry in XYZ format:
```
19
Properties=species:S:1:pos:R:3:forces:R:3
N 1.4614 2.8812 0.3258 -0.240 0.498 0.642
C 1.0156 1.8595 1.0640 0.544 -0.407 -2.123
N 0.4209 0.7778 0.5925 -1.263 0.642 2.329
C 0.1101 0.3454 -0.7337 -2.780 0.349 -1.696
C -0.0249 -1.1230 -1.1657 0.302 -1.813 0.791
C -1.2151 -1.9770 -0.4699 2.253 2.622 -1.010
N -0.9644 -1.8452 0.9635 0.541 -0.522 0.644
H 2.0243 3.5500 0.8387 0.050 -0.105 -0.027
H 0.8051 3.3846 -0.2690 0.267 -0.711 -0.528
H 1.2958 1.8347 2.0894 -0.170 0.022 0.933
H -0.3237 0.5378 1.2658 0.907 -1.384 0.026
H -0.9597 0.6079 -0.9459 0.786 0.894 0.185
H 0.7494 0.8765 -1.4025 0.421 0.295 -0.628
H -0.2873 -1.0813 -2.2582 0.802 -0.082 0.931
H 0.9336 -1.6467 -0.9442 -0.537 0.121 -0.672
H -1.1414 -2.9909 -0.8524 -0.407 -0.052 -0.171
H -2.0893 -1.3988 -0.8535 0.006 -0.982 0.907
H -1.7287 -2.2329 1.5038 0.087 -0.111 0.090
H -0.0818 -2.3596 1.2516 -1.568 0.725 -0.622
```
Positions in Å, forces in eV/Å.

As for the spin multiplicity: 1. As for the charge: +1. The calculation puts the orbital gap at 8.94 eV. For the relative energy (zero: lowest compared OMol25 entry of this formula, charge and spin), the calculation gives 47.60 kcal per mole. As for the HOMO energy: -13.13 eV. Its structure (SMILES) is N/C=[NH+]\CCCN. The LUMO energy is -4.187 eV.

Q: Among the records above, which one has the highest spin multiplicity?
A: C38H36F9MnN7O2P

Q: Which of these has the highest spin multiplicity?
A: C38H36F9MnN7O2P

Q: Look up the spin multiplicity of the second one.
A: 1